1 | Here is a cluster of 2 separate species, C10H16 in total from the OMol25 dataset. Energies are from ωB97M-V/def2-TZVPD.

Calculated values
HOMO: -0.331 Eh
structure (SMILES): CCc1ccccc1.CC
LUMO level: 0.93 eV
spin multiplicity: 1
gap between HOMO and LUMO: 9.94 eV
M: 136.2 u

Bonds (Å) are listed after each position.
Element x y z (Å)
1 C -0.80 -0.16 1.82  C2 1.510, C3 1.464, H9 1.063, H10 1.092
2 C -0.61 -1.07 3.01  C1 1.510, H11 1.068, H17 1.073, H18 1.073
3 C -0.25 -0.68 0.57  C1 1.464, C4 1.392, C5 1.374
4 C -1.15 -1.42 -0.20  C3 1.392, C6 1.457, H12 1.081
5 C 1.02 -0.41 0.12  C3 1.374, C7 1.375, H13 1.103
6 C -0.59 -2.06 -1.38  C4 1.457, C8 1.360, H14 1.178
7 C 1.44 -0.86 -1.11  C5 1.375, C8 1.463, H15 1.169
8 C 0.69 -1.91 -1.80  C6 1.360, C7 1.463, H16 1.073
9 H -1.80 0.14 1.63  C1 1.063
10 H -0.51 0.86 2.07  C1 1.092
11 H -1.24 -0.67 3.77  C2 1.068
12 H -2.20 -1.55 0.03  C4 1.081
13 H 1.68 0.37 0.54  C5 1.103
14 H -1.31 -2.72 -2.05  C6 1.178
15 H 2.46 -0.64 -1.63  C7 1.169
16 H 1.20 -2.47 -2.56  C8 1.073
17 H 0.36 -0.75 3.36  C2 1.073
18 H -0.82 -2.11 2.85  C2 1.073
19 C 0.15 1.93 -1.80  C20 1.577, H21 1.074, H22 1.106, H23 1.093
20 C 0.45 2.69 -0.45  C19 1.577, H24 1.138, H25 1.150, H26 1.098
21 H -0.39 2.50 -2.54  C19 1.074
22 H 1.12 1.77 -2.31  C19 1.106
23 H -0.23 0.93 -1.57  C19 1.093
24 H 1.30 2.16 0.09  C20 1.138
25 H 0.30 3.80 -0.68  C20 1.150
26 H -0.30 2.32 0.26  C20 1.098

Here are the natural (NBO) charges for atoms 1 to 5, given in e: atom 1 (C): -0.43, atom 2 (C): -0.60, atom 3 (C): -0.01, atom 4 (C): -0.23, atom 5 (C): -0.26

---

2 | Here is a cluster of 2 separate species, C10H16 in total from the OMol25 dataset. Energies are from ωB97M-V/def2-TZVPD.

Calculated values
HOMO: -0.331 Eh
structure (SMILES): Cc1ccccc1.CCC
LUMO level: 1.02 eV
spin multiplicity: 1
gap between HOMO and LUMO: 10.03 eV
M: 136.2 u

Bonds (Å) are listed after each position.
Element x y z (Å)
1 C 0.81 2.49 -0.45  C2 1.532, C3 1.544, H4 1.088, H5 1.087
2 C 0.38 2.50 -1.92  C1 1.532, H6 1.092, H8 1.089, H9 1.092
3 C 1.12 3.92 0.04  C1 1.544, H7 1.092, H10 1.092, H11 1.093
4 H 0.05 1.94 0.11  C1 1.088
5 H 1.72 1.91 -0.34  C1 1.087
6 H 1.08 3.09 -2.52  C2 1.092
7 H 2.18 3.94 0.31  C3 1.092
8 H -0.62 2.92 -2.04  C2 1.089
9 H 0.37 1.50 -2.35  C2 1.092
10 H 1.01 4.68 -0.74  C3 1.092
11 H 0.62 4.25 0.94  C3 1.093
12 C -2.30 -1.42 -1.06  C16 1.496, H23 1.095, H24 1.090, H26 1.089
13 C 1.24 -1.28 0.28  C14 1.387, C15 1.385, H19 1.083
14 C 0.21 -1.38 -0.64  C13 1.387, C16 1.396, H20 1.088
15 C 1.06 -1.49 1.63  C13 1.385, C17 1.396, H21 1.082
16 C -1.09 -1.59 -0.18  C12 1.496, C14 1.396, C18 1.394
17 C -0.22 -1.80 2.09  C15 1.396, C18 1.388, H22 1.085
18 C -1.25 -1.89 1.17  C16 1.394, C17 1.388, H25 1.086
19 H 2.21 -0.97 -0.09  C13 1.083
20 H 0.36 -1.01 -1.66  C14 1.088
21 H 1.90 -1.52 2.32  C15 1.082
22 H -0.35 -2.01 3.14  C17 1.085
23 H -2.35 -2.20 -1.82  C12 1.095
24 H -2.28 -0.48 -1.60  C12 1.090
25 H -2.25 -2.10 1.54  C18 1.086
26 H -3.24 -1.44 -0.51  C12 1.089

Here are the natural (NBO) charges for atoms 1 to 5, given in e: atom 1 (C): -0.40, atom 2 (C): -0.60, atom 3 (C): -0.62, atom 4 (H): 0.21, atom 5 (H): 0.19

---

Stability, highest: 2

---

1 | Here is a cluster of 2 separate species, C10H16 in total from the OMol25 dataset. Energies are from ωB97M-V/def2-TZVPD.

Calculated values
HOMO: -0.329 Eh
structure (SMILES): Cc1ccccc1.CCC
LUMO level: 1.02 eV
spin multiplicity: 1
gap between HOMO and LUMO: 9.97 eV
M: 136.2 u

Bonds (Å) are listed after each position.
Element x y z (Å)
1 C 2.21 0.99 0.10  C7 1.512, H13 1.104, H14 1.082, H15 1.114
2 C -1.31 2.16 -2.04  C3 1.365, C4 1.388, H8 1.102
3 C -0.45 3.09 -1.54  C2 1.365, C5 1.419, H9 1.112
4 C -0.97 0.81 -1.95  C2 1.388, C6 1.380, H10 1.082
5 C 0.82 2.75 -0.99  C3 1.419, C7 1.382, H11 1.071
6 C 0.25 0.45 -1.42  C4 1.380, C7 1.409, H12 1.075
7 C 1.12 1.41 -0.87  C1 1.512, C5 1.382, C6 1.409
8 H -2.35 2.45 -2.27  C2 1.102
9 H -0.64 4.18 -1.59  C3 1.112
10 H -1.70 0.03 -2.13  C4 1.082
11 H 1.53 3.52 -0.76  C5 1.071
12 H 0.59 -0.54 -1.65  C6 1.075
13 H 3.21 1.00 -0.36  C1 1.104
14 H 2.04 0.03 0.58  C1 1.082
15 H 2.27 1.73 0.92  C1 1.114
16 C -0.83 -2.81 1.43  C17 1.538, C18 1.543, H19 1.136, H20 1.103
17 C 0.04 -2.17 0.33  C16 1.538, H21 1.096, H22 1.088, H25 1.085
18 C -1.02 -1.84 2.61  C16 1.543, H23 1.104, H24 1.072, H26 1.090
19 H -1.86 -2.99 1.01  C16 1.136
20 H -0.32 -3.71 1.82  C16 1.103
21 H -0.42 -1.18 0.20  C17 1.096
22 H -0.14 -2.75 -0.57  C17 1.088
23 H -0.04 -1.42 2.90  C18 1.104
24 H -1.45 -0.91 2.29  C18 1.072
25 H 1.07 -1.96 0.59  C17 1.085
26 H -1.64 -2.33 3.37  C18 1.090

Here are the natural (NBO) charges for atoms 1 to 5, given in e: atom 1 (C): -0.64, atom 2 (C): -0.24, atom 3 (C): -0.20, atom 4 (C): -0.20, atom 5 (C): -0.22

---

2 | Here is a cluster of 2 separate species, C10H16 in total from the OMol25 dataset. Energies are from ωB97M-V/def2-TZVPD.

Calculated values
HOMO: -0.333 Eh
structure (SMILES): CCc1ccccc1.CC
LUMO level: 0.99 eV
spin multiplicity: 1
gap between HOMO and LUMO: 10.05 eV
M: 136.2 u

Bonds (Å) are listed after each position.
Element x y z (Å)
1 C 1.33 -1.03 0.73  C2 1.543, C3 1.503, H9 1.091, H10 1.091
2 C 1.45 -2.36 1.49  C1 1.543, H11 1.091, H17 1.088, H18 1.089
3 C 0.04 -0.31 1.00  C1 1.503, C4 1.391, C5 1.392
4 C -1.10 -0.55 0.24  C3 1.391, C6 1.387, H12 1.085
5 C -0.05 0.62 2.03  C3 1.392, C7 1.388, H13 1.084
6 C -2.29 0.11 0.50  C4 1.387, C8 1.386, H14 1.083
7 C -1.23 1.29 2.29  C5 1.388, C8 1.390, H15 1.082
8 C -2.37 1.03 1.53  C6 1.386, C7 1.390, H16 1.082
9 H 2.17 -0.37 0.97  C1 1.091
10 H 1.43 -1.24 -0.34  C1 1.091
11 H 0.87 -3.12 0.96  C2 1.091
12 H -1.04 -1.28 -0.57  C4 1.085
13 H 0.82 0.84 2.65  C5 1.084
14 H -3.17 -0.12 -0.10  C6 1.083
15 H -1.29 2.01 3.10  C7 1.082
16 H -3.29 1.56 1.74  C8 1.082
17 H 1.05 -2.27 2.49  C2 1.088
18 H 2.49 -2.68 1.48  C2 1.089
19 C 1.09 0.98 -2.26  C20 1.525, H21 1.087, H22 1.090, H23 1.092
20 C -0.05 0.99 -3.28  C19 1.525, H24 1.093, H25 1.090, H26 1.089
21 H 0.71 1.04 -1.24  C19 1.087
22 H 1.70 0.08 -2.35  C19 1.090
23 H 1.75 1.83 -2.43  C19 1.092
24 H -0.55 0.02 -3.31  C20 1.093
25 H 0.31 1.20 -4.28  C20 1.090
26 H -0.80 1.73 -3.02  C20 1.089

Here are the natural (NBO) charges for atoms 1 to 5, given in e: atom 1 (C): -0.42, atom 2 (C): -0.60, atom 3 (C): -0.02, atom 4 (C): -0.17, atom 5 (C): -0.22

---

Stability, highest: 2